The following is a DFT calculation (ωB97M-V/def2-TZVPD) of 6 unconnected molecules or ions with the total composition C34H70FNO12S.

Element x y z (Å)
C -3.041 3.465 -2.302
C -2.138 2.427 -2.683
C -0.933 1.285 -2.534
C 0.451 1.852 -1.880
C 0.693 3.444 -2.302
O 0.701 3.442 -3.803
O 1.967 3.543 -4.175
C 0.582 1.602 -0.229
C 2.147 2.051 0.089
C 2.565 1.464 1.718
C 4.249 1.091 1.922
O 3.044 -0.022 1.801
C -0.536 2.459 0.607
F -0.249 3.942 0.660
C -0.787 2.021 2.156
C -2.332 2.534 2.544
C 0.320 -0.032 0.020
C 1.288 -1.001 -0.879
C 1.189 -2.601 -0.536
N 0.455 -2.942 0.741
C 1.410 -2.987 1.914
C 1.024 -4.069 3.084
C -0.196 -4.291 0.470
C -1.843 -4.478 0.489
O 0.566 -5.349 0.164
O -1.143 -0.339 -0.129
S -1.632 -0.262 -1.753
O -1.392 -1.563 -2.570
O -3.199 -0.068 -1.729
H -3.666 4.439 -2.010
H -0.671 0.993 -3.662
H 1.339 1.285 -2.445
H 1.742 3.858 -1.990
H -0.120 4.172 -1.884
H 2.276 2.640 -4.521
H 2.199 3.220 0.156
H 2.937 1.559 -0.621
H 1.965 1.979 2.693
H 4.783 0.572 1.017
H 4.700 1.111 3.021
H -1.572 2.293 0.037
H -0.781 0.879 2.389
H -0.090 2.664 2.881
H -3.038 2.609 1.614
H -2.245 3.592 3.048
H -2.819 1.823 3.361
H 0.537 -0.338 1.155
H 2.414 -0.684 -0.640
H 1.172 -0.885 -2.041
H 2.299 -3.038 -0.548
H 0.629 -3.184 -1.409
H 2.534 -3.191 1.615
H 1.351 -1.911 2.426
H 1.628 -5.068 2.909
H -0.122 -4.226 3.259
H 1.449 -3.620 4.103
H -2.053 -5.555 0.908
H -2.336 -3.703 1.235
H -2.344 -4.322 -0.571
C 8.149 2.127 5.050
C 6.833 1.843 5.757
C 7.013 1.799 7.266
O 6.316 0.594 5.307
H 8.884 1.343 5.261
H 8.006 2.144 3.964
H 8.565 3.090 5.363
H 6.100 2.614 5.496
H 7.708 1.003 7.555
H 6.060 1.582 7.761
H 7.395 2.752 7.646
H 6.960 -0.097 5.535
C -6.179 -3.555 -0.659
C -7.034 -2.315 -0.861
C -7.340 -2.086 -2.332
O -6.349 -1.179 -0.339
H -5.216 -3.456 -1.173
H -5.956 -3.700 0.404
H -6.685 -4.449 -1.036
H -7.970 -2.418 -0.302
H -6.418 -1.934 -2.906
H -7.946 -1.183 -2.464
H -7.881 -2.936 -2.760
H -5.516 -1.079 -0.830
C -4.906 -2.930 -7.361
C -5.654 -1.929 -6.496
C -4.757 -1.353 -5.412
O -6.773 -2.572 -5.891
H -4.547 -3.775 -6.762
H -5.567 -3.345 -8.129
H -4.047 -2.462 -7.853
H -6.042 -1.118 -7.122
H -4.394 -2.142 -4.744
H -5.313 -0.643 -4.789
H -3.895 -0.838 -5.846
H -6.439 -3.293 -5.332
C 5.791 1.340 -7.078
C 5.043 2.341 -6.213
C 5.940 2.917 -5.129
O 3.924 1.698 -5.608
H 6.150 0.495 -6.479
H 5.130 0.925 -7.846
H 6.649 1.808 -7.570
H 4.655 3.152 -6.839
H 6.303 2.128 -4.461
H 5.384 3.626 -4.506
H 6.802 3.432 -5.563
H 4.258 0.977 -5.049
C -1.703 1.316 7.697
C -2.282 0.510 6.545
C -3.516 -0.266 6.977
O -1.297 -0.400 6.063
H -1.395 0.659 8.519
H -0.809 1.860 7.375
H -2.432 2.037 8.080
H -2.540 1.182 5.719
H -3.273 -0.978 7.773
H -3.915 -0.851 6.141
H -4.300 0.407 7.338
H -1.062 -1.000 6.790

Properties
LUMO level in eV: -0.035
Structure (SMILES): C#C[C@H]1[C@@H](COO)[C@@](C[C@@H]2CO2)([C@H](F)CC)[C@H](CCN(CC)C(C)=O)OS1(=O)=O.CC(C)O.CC(C)O.CC(C)O.CC(C)O.CC(C)O
HOMO energy in eV: -9.12
Gap between HOMO and LUMO in Eh: 0.334
M in g/mol: 735.99

The following is a DFT calculation (ωB97M-V/def2-TZVPD) of 8 unconnected molecules or ions with the total composition C34H72B2F8N10O2.

Element x y z (Å)
C 1.394 1.092 -15.386
C 2.611 2.100 -15.687
N 3.397 1.743 -16.853
C 4.252 0.667 -16.989
C 4.845 0.661 -18.229
N 4.306 1.789 -18.936
C 3.427 2.425 -18.073
C 4.540 2.068 -20.326
H 0.569 1.107 -16.098
H 0.880 1.336 -14.457
H 1.680 0.063 -15.165
H 3.284 2.040 -14.832
H 2.152 3.088 -15.716
H 4.263 0.011 -16.131
H 5.381 -0.063 -18.823
H 2.734 3.206 -18.348
H 3.646 1.989 -20.945
H 5.373 1.457 -20.672
H 4.829 3.119 -20.318
C 9.786 -7.891 -11.771
C 10.132 -6.430 -12.073
N 9.749 -6.103 -13.429
C 10.047 -6.755 -14.638
C 9.658 -5.835 -15.630
N 9.238 -4.619 -15.064
C 9.362 -4.796 -13.727
C 8.819 -3.359 -15.795
H 10.311 -8.625 -12.382
H 8.720 -7.894 -11.998
H 9.943 -8.168 -10.728
H 11.209 -6.302 -11.969
H 9.556 -5.891 -11.320
H 10.561 -7.700 -14.738
H 9.780 -5.878 -16.702
H 9.170 -4.086 -12.936
H 8.631 -2.513 -15.134
H 7.860 -3.487 -16.297
H 9.566 -3.023 -16.515
C 3.900 -6.190 -16.341
C 4.087 -7.589 -15.756
N 3.740 -7.714 -14.377
C 4.413 -7.199 -13.235
C 3.562 -7.366 -12.182
N 2.305 -7.842 -12.556
C 2.467 -8.023 -13.917
C 1.114 -8.055 -11.846
H 3.903 -6.121 -17.429
H 4.685 -5.561 -15.921
H 2.995 -5.716 -15.960
H 5.095 -7.981 -15.896
H 3.364 -8.218 -16.275
H 5.375 -6.732 -13.082
H 3.574 -7.072 -11.143
H 1.606 -8.259 -14.525
H 0.406 -7.316 -12.221
H 1.180 -7.934 -10.765
H 0.609 -9.008 -12.007
C 17.426 -6.086 -24.175
C 16.986 -4.803 -23.577
N 15.808 -4.833 -22.836
C 14.631 -5.288 -23.387
C 13.690 -4.815 -22.451
N 14.223 -4.087 -21.464
C 15.570 -4.292 -21.624
C 13.588 -3.401 -20.310
H 16.790 -6.361 -25.016
H 17.338 -6.900 -23.455
H 18.415 -6.039 -24.631
H 17.040 -3.951 -24.255
H 17.799 -4.604 -22.879
H 14.488 -5.619 -24.406
H 12.613 -4.856 -22.525
H 16.342 -3.768 -21.080
H 14.409 -2.940 -19.761
H 13.018 -4.101 -19.698
H 12.902 -2.706 -20.794
C 8.315 -12.191 -25.219
N 7.746 -11.564 -23.908
C 6.579 -12.492 -23.333
C 8.870 -11.488 -22.760
C 7.171 -10.176 -24.229
C 6.037 -9.708 -23.243
O 6.537 -9.686 -21.899
H 8.968 -11.460 -25.695
H 7.510 -12.562 -25.852
H 8.887 -13.071 -24.924
H 5.647 -12.328 -23.875
H 6.345 -12.205 -22.308
H 6.878 -13.539 -23.283
H 9.208 -12.524 -22.784
H 8.434 -11.415 -21.764
H 9.679 -10.864 -23.138
H 6.543 -10.492 -25.062
H 7.934 -9.420 -24.412
H 5.140 -10.327 -23.236
H 5.637 -8.698 -23.331
H 6.937 -8.815 -21.840
C 8.474 -2.424 -25.525
N 8.938 -1.554 -26.804
C 10.480 -1.365 -26.715
C 8.668 -2.277 -28.152
C 8.232 -0.159 -26.793
C 8.191 0.541 -25.417
O 9.521 0.993 -24.913
H 8.921 -1.870 -24.699
H 8.963 -3.395 -25.614
H 7.391 -2.308 -25.491
H 10.710 -0.888 -25.762
H 10.751 -0.594 -27.437
H 10.958 -2.339 -26.820
H 9.389 -3.090 -28.244
H 8.677 -1.527 -28.943
H 7.639 -2.635 -28.174
H 7.222 -0.326 -27.166
H 8.782 0.447 -27.514
H 7.688 -0.051 -24.653
H 7.548 1.420 -25.463
H 9.637 0.686 -24.011
B 7.936 -5.068 -21.083
F 7.592 -5.940 -20.034
F 7.086 -3.943 -21.010
F 9.168 -4.599 -20.731
F 7.884 -5.599 -22.334
B 2.887 -1.808 -24.056
F 2.657 -3.081 -24.324
F 3.663 -1.206 -25.003
F 1.703 -1.036 -24.026
F 3.497 -1.726 -22.887

Properties
LUMO level in eV: -7.333
Energy relative to the best compared isomer or geometry (same formula, charge and spin) in kJ/mol: 665.2
Charge: +4
HOMO energy in eV: -14.08
Gap between HOMO and LUMO in Eh: 0.248
M in g/mol: 826.63

The following is a DFT calculation (ωB97M-V/def2-TZVPD) of a molecular structure, C34H73F6MnN7O6P.

Element x y z (Å)
Mn -0.834 2.083 -1.252
P -0.836 -0.173 0.936
F -1.877 1.054 0.476
F -0.221 0.858 2.020
F -1.932 -0.675 1.978
F 0.237 -1.266 1.346
F -1.417 -1.125 -0.209
F 0.206 0.489 -0.180
C -4.556 1.614 5.881
C -3.935 1.184 4.564
C -2.589 1.876 4.316
C -1.627 1.626 5.398
N -0.873 1.441 6.245
H -4.596 2.691 6.057
H -4.018 1.153 6.711
H -5.595 1.297 6.005
H -4.558 1.427 3.703
H -3.806 0.102 4.538
H -2.689 2.955 4.211
H -2.090 1.418 3.460
C 0.749 -2.620 -2.003
C -0.296 -2.741 -3.100
C -0.352 -1.503 -4.010
C -0.854 -0.339 -3.284
N -1.237 0.540 -2.655
H 0.876 -1.586 -1.674
H 1.739 -2.960 -2.313
H 0.499 -3.189 -1.108
H -1.293 -2.868 -2.667
H -0.162 -3.625 -3.723
H -0.992 -1.660 -4.880
H 0.644 -1.252 -4.384
C 2.575 -3.940 1.427
C 2.950 -4.727 2.684
C 3.737 -5.994 2.358
C 5.105 -5.710 1.929
N 6.187 -5.475 1.627
H 1.745 -4.438 0.917
H 3.384 -3.907 0.692
H 2.278 -2.917 1.653
H 2.038 -4.992 3.219
H 3.531 -4.088 3.350
H 3.208 -6.575 1.601
H 3.795 -6.641 3.237
C 3.100 -0.556 4.921
C 2.420 0.342 3.897
C 2.158 1.752 4.474
C 1.741 2.642 3.387
N 1.407 3.337 2.537
H 3.303 -1.555 4.538
H 2.498 -0.665 5.827
H 4.053 -0.135 5.255
H 1.460 -0.102 3.639
H 3.045 0.379 3.002
H 3.091 2.127 4.893
H 1.364 1.624 5.207
C 3.328 -0.264 -0.320
O 3.588 -0.670 -1.646
C 4.690 -1.551 -1.749
C 4.692 -2.098 -3.161
N 5.939 -2.796 -3.473
C 5.885 -3.390 -4.801
C 7.128 -4.194 -5.094
O 7.099 -5.345 -4.276
C 8.160 -6.230 -4.553
H 4.230 -0.057 0.266
H 2.670 -0.976 0.182
H 2.827 0.709 -0.341
H 4.591 -2.365 -1.017
H 5.650 -1.061 -1.554
H 4.602 -1.268 -3.870
H 3.825 -2.746 -3.365
H 6.030 -3.573 -2.823
H 5.719 -2.632 -5.569
H 5.041 -4.099 -4.884
H 8.020 -3.599 -4.858
H 7.160 -4.483 -6.151
H 9.120 -5.788 -4.267
H 8.205 -6.496 -5.615
H 7.985 -7.143 -3.989
C -7.546 4.805 -0.828
O -7.005 3.603 -0.311
C -7.308 3.427 1.058
C -6.391 2.361 1.650
N -6.148 1.307 0.676
C -5.160 0.345 1.125
C -4.878 -0.631 0.004
O -4.402 0.100 -1.122
C -4.336 -0.691 -2.273
H -8.617 4.863 -0.615
H -7.422 4.797 -1.909
H -7.020 5.661 -0.397
H -8.352 3.123 1.196
H -7.163 4.386 1.570
H -6.887 1.893 2.502
H -5.461 2.855 1.986
H -5.833 1.750 -0.176
H -5.436 -0.159 2.049
H -4.213 0.877 1.331
H -5.813 -1.130 -0.283
H -4.137 -1.390 0.271
H -5.292 -1.196 -2.454
H -3.535 -1.441 -2.220
H -4.114 -0.061 -3.136
C 2.005 1.871 -2.871
O 1.142 2.484 -1.896
C 1.598 3.787 -1.518
C 0.445 4.535 -0.850
N -0.283 3.661 0.106
C -1.541 4.299 0.570
C -2.606 4.384 -0.507
O -2.747 3.114 -1.156
C -3.878 3.138 -2.034
H 1.790 0.807 -2.928
H 3.028 2.008 -2.524
H 1.837 2.301 -3.861
H 1.899 4.367 -2.394
H 2.456 3.691 -0.850
H -0.235 4.908 -1.621
H 0.867 5.415 -0.355
H 0.310 3.688 0.945
H -1.338 5.285 1.006
H -1.904 3.726 1.426
H -2.386 5.168 -1.242
H -3.555 4.682 -0.051
H -4.812 3.165 -1.476
H -3.839 2.209 -2.599
H -3.852 3.961 -2.753

Properties
LUMO level (spin up / spin down) in eV: -2.253 / -2.520
Charge: +1
HOMO energy (spin up / spin down) in eV: -10.68 / -10.68
Gap between HOMO and LUMO (spin up / spin down) in Eh: 0.310 / 0.300
2S+1: 6
M in g/mol: 875.90

no.,largest force on an atom (eV Å⁻¹)
1,9.8
2,6.9
3,1.5